Record 1
The following is a DFT calculation (ωB97M-V/def2-TZVPD) of a cluster of 2 separate species, CH2Cl4Si in total at a distorted geometry.

Last column: Mulliken charge in e.
Element x y z (Å)
1 C -2.6358 -0.6682 0.6056  -0.574
2 Si 2.0804 0.7866 -0.3349  0.517
3 Cl -1.1778 -0.3742 -0.2400  -0.062
4 Cl 2.0304 -0.9393 -1.4566  -0.200
5 Cl 2.7888 0.5791 1.5240  -0.169
6 Cl 2.8042 2.2346 -1.4472  -0.147
7 H -2.5505 -1.6020 1.2533  0.305
8 H -3.3398 -0.0166 0.0959  0.331

Forces on the atoms, in the same order (eV/Å):
C 1.29 -0.76 -0.07
Si -2.23 -1.01 -0.01
Cl 0.50 -0.18 0.07
Cl 0.41 -0.06 0.16
Cl 0.79 -0.17 0.65
Cl 1.11 1.26 -0.82
H -1.01 1.73 -1.01
H -0.88 -0.82 1.03

Results
net charge = 0
energy = -59037.1632 eV
orbital gap (spin up / spin down) = 0.27980 / 0.28190 hartree
HOMO (spin up / spin down) = -8.565 / -7.806 eV
energy relative to the best compared isomer or geometry (same formula, charge and spin) = 101.33 kcal per mole

***

Record 2
The following is a DFT calculation (ωB97M-V/def2-TZVPD) of a cluster of 11 separate species, C66H55N11O22 in total at a distorted geometry.

Last column: Mulliken charge in e.
Element x y z (Å)
1 C 7.6947 -11.4524 -3.8102  0.124
2 C 6.5127 -11.8543 -3.2187  -0.480
3 C 5.4784 -12.3732 -3.9722  -0.601
4 C 5.6837 -12.7053 -5.3096  -0.181
5 C 6.8964 -12.3156 -5.8817  -0.744
6 C 7.9256 -11.7237 -5.1505  -0.553
7 N 4.6304 -13.2802 -6.1044  0.957
8 O 3.4619 -13.1744 -5.7569  -0.600
9 O 4.9492 -13.9038 -7.0904  -0.572
10 H 8.3982 -10.9214 -3.1853  0.559
11 H 6.2375 -11.5886 -2.2059  0.494
12 H 4.5099 -12.6379 -3.5662  0.501
13 H 7.0849 -12.3168 -6.9490  0.507
14 H 8.8827 -11.5334 -5.6153  0.533
15 C 13.5369 -9.7145 4.8375  -0.644
16 C 12.2166 -9.6135 5.3204  -0.281
17 C 11.3114 -8.8455 4.6264  -0.756
18 C 11.6886 -8.1414 3.4881  0.115
19 C 13.0128 -8.1518 3.0844  0.208
20 C 13.9413 -8.9383 3.7516  -0.637
21 N 10.7010 -7.3585 2.7538  1.037
22 O 9.5256 -7.5849 2.9526  -0.626
23 O 11.1186 -6.5100 1.9867  -0.470
24 H 14.2524 -10.4179 5.2408  0.407
25 H 11.9580 -10.0932 6.2529  0.428
26 H 10.3081 -8.6986 5.0064  0.447
27 H 13.2450 -7.5849 2.1915  0.272
28 H 14.8539 -9.0802 3.1876  0.411
29 C 14.7895 0.4759 -1.2492  -0.818
30 C 13.7633 0.8101 -2.1424  -0.412
31 C 12.6413 0.0135 -2.3945  -0.754
32 C 12.6653 -1.2543 -1.8397  -0.202
33 C 13.7917 -1.7271 -1.1362  0.176
34 C 14.8296 -0.8684 -0.8645  -0.677
35 N 11.5979 -2.1837 -2.1485  0.889
36 O 10.4661 -1.7922 -2.3131  -0.597
37 O 11.9019 -3.3688 -2.1578  -0.374
38 H 15.6196 1.1281 -1.0257  0.399
39 H 13.8105 1.8338 -2.4949  0.333
40 H 11.9227 0.3560 -3.1228  0.469
41 H 13.8174 -2.7540 -0.8040  1.028
42 H 15.7220 -1.2898 -0.4168  0.528
43 C 8.1841 -11.3884 2.9440  -0.465
44 C 9.5160 -11.0891 2.6393  -0.005
45 C 10.0345 -11.4459 1.3933  -0.364
46 C 9.2171 -12.0070 0.4425  -0.014
47 C 7.9024 -12.3461 0.7739  -0.284
48 C 7.3947 -12.0616 2.0436  -0.857
49 N 9.6891 -12.3100 -0.9074  1.239
50 O 8.9326 -12.8730 -1.6783  -0.564
51 O 10.8484 -12.0957 -1.1921  -0.677
52 H 7.7697 -11.0273 3.8770  0.420
53 H 10.1600 -10.5692 3.3292  0.349
54 H 11.0254 -11.0834 1.1545  0.415
55 H 7.2075 -12.7517 0.0523  0.441
56 H 6.4044 -12.4675 2.1928  0.415
57 C 16.0397 -3.6482 -2.4267  -0.470
58 C 16.9740 -4.5244 -1.9148  -0.932
59 C 16.6749 -5.8927 -1.8570  -0.473
60 C 15.5955 -6.3855 -2.5573  -0.254
61 C 14.6963 -5.5304 -3.1847  -0.153
62 C 14.9254 -4.1702 -3.1118  -0.596
63 N 15.4055 -7.8431 -2.8515  1.184
64 O 16.0311 -8.5742 -2.1035  -0.643
65 O 14.6177 -8.1995 -3.6916  -0.603
66 H 16.2793 -2.5954 -2.4025  0.795
67 H 17.8817 -4.1981 -1.4258  0.399
68 H 17.3600 -6.6141 -1.4314  0.540
69 H 13.8438 -5.8523 -3.7630  0.755
70 H 14.1748 -3.4941 -3.4974  0.448
71 C 7.5483 -9.8549 -9.9650  -1.009
72 C 8.5570 -9.9405 -10.8952  -0.533
73 C 9.8610 -9.6514 -10.5703  -0.404
74 C 10.1769 -9.3224 -9.2480  -0.099
75 C 9.1621 -9.2072 -8.2810  0.389
76 C 7.8521 -9.5093 -8.6387  -0.415
77 N 11.5258 -8.9108 -8.8998  1.005
78 O 12.4030 -8.8726 -9.7351  -0.631
79 O 11.6977 -8.4719 -7.7789  -0.557
80 H 6.5107 -10.0175 -10.2226  0.465
81 H 8.2669 -10.1662 -11.9136  0.374
82 H 10.6516 -9.6923 -11.3063  0.490
83 H 9.4140 -8.9206 -7.2722  0.059
84 H 7.0718 -9.5005 -7.8907  0.866
85 C 10.4241 -7.7062 -4.6513  -0.179
86 C 10.9221 -6.6114 -3.9498  -1.454
87 C 11.5102 -6.7758 -2.7062  -0.034
88 C 11.4345 -8.0056 -2.0863  -1.030
89 C 10.8849 -9.0955 -2.7565  0.104
90 C 10.3628 -8.9662 -4.0278  0.214
91 N 11.9552 -8.1645 -0.7357  0.478
92 O 11.3904 -8.9500 -0.0198  -0.165
93 O 12.8989 -7.4633 -0.4242  -0.414
94 H 10.0210 -7.5882 -5.6463  0.491
95 H 10.9881 -5.5847 -4.2876  0.505
96 H 12.0064 -5.9423 -2.2280  0.945
97 H 10.9642 -10.0122 -2.1841  0.417
98 H 9.9777 -9.8154 -4.5691  0.161
99 C 15.8098 -4.7122 1.5270  -0.723
100 C 14.6680 -5.2505 0.9602  -0.492
101 C 13.4555 -4.6371 1.2324  0.559
102 C 13.3577 -3.6291 2.1674  -0.081
103 C 14.5153 -3.1036 2.7489  -0.715
104 C 15.7441 -3.6766 2.4486  -0.844
105 N 12.0245 -3.1518 2.4924  1.148
106 O 11.1733 -3.0622 1.6304  -0.561
107 O 11.7824 -2.9911 3.6700  -0.644
108 H 16.7246 -5.2440 1.2904  0.496
109 H 14.8090 -6.0528 0.2515  0.415
110 H 12.6017 -5.0474 0.7063  0.564
111 H 14.4992 -2.2942 3.4653  0.526
112 H 16.5970 -3.3548 3.0296  0.445
113 C 7.0840 -7.9159 -2.3533  -0.311
114 C 7.7244 -8.0466 -1.0998  -0.695
115 C 7.0398 -8.5818 -0.0398  0.027
116 C 5.6704 -8.7196 -0.2029  -0.560
117 C 5.0220 -8.6926 -1.4145  -0.795
118 C 5.7130 -8.2252 -2.5133  -0.368
119 N 4.9616 -9.2698 0.9749  1.102
120 O 5.4092 -9.2270 2.1125  -0.607
121 O 3.8598 -9.7761 0.7844  -0.640
122 H 7.6241 -7.5202 -3.2038  0.498
123 H 8.7419 -7.6807 -1.1262  0.540
124 H 7.5587 -8.6960 0.9032  0.762
125 H 3.9882 -8.9830 -1.5305  0.493
126 H 5.1678 -8.2622 -3.4446  0.523
127 C 4.5513 -6.8632 -10.1045  -0.521
128 C 3.8688 -7.4061 -9.0254  -0.522
129 C 4.3260 -7.2501 -7.7221  -0.355
130 C 5.6068 -6.7371 -7.5609  0.096
131 C 6.2789 -6.1358 -8.6468  -0.196
132 C 5.7152 -6.1072 -9.8903  -0.534
133 N 6.2828 -6.7265 -6.2669  0.859
134 O 7.4575 -7.0591 -6.2536  -0.371
135 O 5.6140 -6.5492 -5.2686  -0.590
136 H 4.0313 -6.7904 -11.0504  0.431
137 H 2.8714 -7.7991 -9.1718  0.421
138 H 3.7975 -7.5995 -6.8463  0.456
139 H 7.1653 -5.5556 -8.4233  0.404
140 H 6.0989 -5.5282 -10.7178  0.409
141 C 12.2402 -12.7905 -5.4986  -0.838
142 C 12.7848 -13.8387 -6.2494  -0.559
143 C 12.2733 -15.1207 -6.1759  -0.615
144 C 11.2670 -15.3503 -5.2314  0.296
145 C 10.7342 -14.3533 -4.4536  -0.320
146 C 11.2721 -13.0591 -4.5444  -0.111
147 N 10.6588 -16.7005 -5.2034  0.958
148 O 9.9725 -16.9782 -4.2385  -0.586
149 O 10.7225 -17.3305 -6.2463  -0.571
150 H 12.6410 -11.7852 -5.5242  0.587
151 H 13.6454 -13.7339 -6.8971  0.399
152 H 12.7636 -15.9646 -6.6357  0.423
153 H 9.8080 -14.4781 -3.9110  0.533
154 H 10.6810 -12.3584 -3.9693  0.427

Forces on the atoms, in the same order (eV/Å):
C 0.30 -0.12 0.29
C -1.26 0.83 -0.02
C -0.45 -1.32 -0.54
C 1.43 1.71 0.78
C 0.39 0.09 -0.97
C -0.84 -0.30 0.60
N -1.20 -0.71 -0.42
O 0.50 0.46 0.54
O 0.64 -0.03 -0.53
H 0.25 -0.07 -0.15
H 0.50 -0.04 0.16
H 0.09 0.16 0.29
H -0.37 -0.73 -0.07
H -0.12 0.27 -0.17
C -0.10 0.27 -0.40
C 1.32 0.04 -0.21
C -0.80 0.67 0.22
C 0.84 -0.46 0.82
C -0.73 0.43 -0.49
C -0.81 -0.56 -0.75
N -0.03 0.36 -0.15
O -0.02 -0.18 0.05
O -0.04 -0.14 0.01
H -0.10 0.06 0.36
H -0.21 -0.16 -0.11
H -0.07 -0.20 -0.10
H 0.27 -0.10 0.02
H 0.45 0.00 0.70
C -0.65 -1.59 -1.22
C 0.06 1.40 1.21
C 1.30 0.01 -0.04
C 0.98 0.30 -0.09
C -1.18 0.16 -0.27
C 0.51 0.27 0.29
N -0.51 -1.19 0.64
O 0.13 0.64 -0.28
O 0.15 -0.05 -0.20
H -0.11 0.20 -0.06
H -0.30 -0.10 -0.41
H -0.38 -0.17 0.27
H -0.02 -0.03 -0.05
H -0.11 0.16 0.40
C 0.52 0.54 0.73
C -0.56 -0.55 -0.69
C 0.56 1.17 0.35
C -1.28 -0.38 0.33
C -0.05 0.33 0.02
C 0.29 -0.74 -1.47
N 0.36 -0.99 -0.15
O -0.42 0.18 0.20
O 0.40 0.60 0.27
H 0.00 -0.22 0.10
H -0.11 0.00 0.09
H 0.09 -0.41 -0.18
H 0.35 -0.26 -0.17
H -0.16 0.58 0.59
C 0.24 -0.52 -1.02
C -0.58 -0.90 1.09
C 0.76 -0.49 -0.73
C -0.98 0.25 -1.42
C 0.26 0.55 -0.15
C 0.08 0.70 0.96
N 0.28 0.46 1.99
O 0.08 -0.38 -0.39
O 0.07 0.20 -0.25
H -0.33 0.11 -0.12
H -0.02 0.21 -0.06
H 0.07 0.11 0.10
H 0.13 -0.45 0.08
H 0.10 0.02 -0.19
C -0.09 0.28 1.36
C -0.58 0.15 -0.75
C 0.97 -0.07 0.70
C -1.56 0.05 -0.43
C 0.33 -0.50 -0.43
C 0.31 -0.16 -0.48
N 0.70 1.26 0.34
O -0.25 -0.70 -0.70
O -0.26 -0.31 0.63
H 0.04 -0.16 -0.16
H 0.30 -0.09 -0.06
H 0.00 0.03 0.01
H -0.01 0.02 0.00
H -0.02 0.19 0.04
C -0.51 -0.07 0.50
C 0.67 0.00 0.11
C -0.08 0.00 0.54
C -0.22 0.12 -1.29
C 0.31 -0.26 1.23
C 0.65 0.91 -0.24
N 0.08 0.51 -0.78
O -0.11 -0.53 0.68
O 0.18 -0.04 0.28
H 0.04 0.10 -0.02
H -0.34 -0.20 -0.70
H -0.20 0.04 0.15
H -0.41 -0.33 -0.41
H -0.02 -0.10 0.01
C 0.34 -0.85 0.34
C 0.57 1.20 -0.04
C -0.54 -1.15 -0.70
C 1.16 0.21 -0.76
C -0.35 -0.20 0.31
C -0.37 -0.01 0.03
N -1.11 -0.34 0.46
O 0.60 0.10 -0.55
O 0.42 0.40 0.53
H 0.28 0.38 0.20
H -0.52 -0.08 -0.01
H -0.28 0.32 0.34
H -0.36 -0.04 0.06
H 0.21 0.11 -0.34
C -1.07 0.20 0.16
C -0.18 0.29 -2.55
C 0.17 1.30 0.39
C 0.62 -1.74 1.38
C -0.41 0.56 -0.15
C 1.14 -0.65 0.42
N -1.81 -0.70 1.15
O 1.01 0.53 -0.99
O 0.34 0.24 -0.74
H 0.12 -0.02 0.02
H 0.19 -0.43 0.70
H -0.39 -0.16 0.18
H -0.02 0.01 0.36
H 0.43 0.43 -0.27
C -0.28 1.00 0.45
C -0.55 0.42 0.10
C 1.17 -0.53 0.37
C 0.02 0.86 -1.57
C 0.28 0.33 1.42
C -0.92 -0.94 -0.62
N -0.26 -1.13 0.48
O -0.01 0.49 -0.17
O -0.04 0.31 -0.17
H 0.23 -0.35 -0.17
H 0.09 -0.23 -0.07
H -0.19 -0.05 -0.12
H 0.19 -0.23 -0.08
H 0.36 -0.02 0.14
C 0.43 0.08 0.85
C 0.09 -0.21 -0.29
C 0.07 0.06 1.54
C 0.31 -0.38 -0.65
C -0.08 0.54 -0.25
C -1.26 -1.08 -0.69
N -1.16 1.05 -0.59
O 0.49 -0.41 -0.09
O 0.30 -0.41 0.61
H 0.11 -0.01 -0.37
H -0.07 0.54 -0.03
H -0.20 0.07 -0.40
H 0.26 -0.36 0.39
H 0.70 0.59 0.03

Results
net charge = 0
energy = -130738.6723 eV
orbital gap = 0.32487 hartree
HOMO = -9.740 eV
energy relative to the best compared isomer or geometry (same formula, charge and spin) = 37.75 kcal per mole

***

Record 3
The following is a DFT calculation (ωB97M-V/def2-TZVPD) of a cluster of 2 separate species, C4H5N3 in total at a distorted geometry.

Last column: Mulliken charge in e.
Element x y z (Å)
1 C -1.4829 0.3391 0.0058  -0.902
2 N -0.1263 -0.1579 -0.0817  -0.459
3 C 0.6653 -0.0992 0.9077  0.263
4 C 2.3155 -1.0143 -3.1723  -0.168
5 N 1.4918 -0.8296 -2.3569  -0.008
6 C 0.3375 0.4625 2.2040  -0.088
7 N 0.0890 0.9211 3.2415  -0.322
8 H -1.7410 0.7600 0.9841  0.343
9 H -2.1612 -0.4863 -0.2274  0.279
10 H -1.6155 1.0997 -0.7685  0.281
11 H 0.7972 -0.6484 -1.6280  0.374
12 H 1.6772 -0.4848 0.7983  0.407

Forces on the atoms, in the same order (eV/Å):
C -0.13 0.06 0.06
N 0.32 0.03 0.36
C -0.17 -0.08 -0.43
C -0.86 0.18 0.84
N 0.85 -0.21 -0.86
C -0.44 0.66 1.44
N 0.36 -0.65 -1.44
H 0.05 -0.05 -0.11
H 0.07 0.10 0.01
H 0.00 -0.09 0.08
H 0.00 0.00 0.01
H -0.06 0.05 0.02

Results
net charge = 0
energy = -8696.9562 eV
orbital gap = 0.38401 hartree
HOMO = -11.154 eV
energy relative to the best compared isomer or geometry (same formula, charge and spin) = 65.87 kcal per mole

***

Record 4
The following is a DFT calculation (ωB97M-V/def2-TZVPD) of an isolated molecule of C4H5NO at a distorted geometry.

Last column: Mulliken charge in e.
Element x y z (Å)
1 C -1.8401 0.1114 0.1188  -0.990
2 C -0.4199 -0.3534 0.1517  0.907
3 C 0.6041 0.5730 -0.2621  -0.905
4 C 1.7232 -0.1281 -0.0900  0.622
5 N 2.7054 -0.8101 0.0869  -0.474
6 O -0.1099 -1.4829 0.5327  -0.632
7 H -2.2277 0.0646 1.1404  0.269
8 H -1.9216 1.1284 -0.2747  0.287
9 H -2.3967 -0.5895 -0.5085  0.276
10 H 0.5315 1.5987 -0.5940  0.299
11 H 3.3517 -0.1121 -0.3012  0.342

Forces on the atoms, in the same order (eV/Å):
C -0.22 0.04 -0.01
C -0.34 -0.10 0.02
C -0.26 -0.12 0.03
C 0.38 -0.35 0.22
N -0.40 1.00 -0.15
O -0.26 0.20 -0.08
H -0.10 0.02 -0.18
H -0.12 -0.19 0.09
H -0.10 0.14 0.12
H 0.03 -0.20 0.15
H 1.38 -0.43 -0.21

Results
net charge = 0
energy = -7763.8674 eV
orbital gap = 0.33527 hartree
HOMO = -8.889 eV
energy relative to the best compared isomer or geometry (same formula, charge and spin) = 61.32 kcal per mole

***

Which formula does entry 2 have? C66H55N11O22

***

net charge of number 3 (C4H5N3)? 0